(1)
144
Properties=species:S:1:pos:R:3 method="wB97M-V/def2-TZVPD" lumo_ev=-1.46 homo_lumo_gap_ha=0.232 e_tot_ev=-89665.165 smiles="[H]/N=C(/C)Cc1c(CC=O)c(P(C)CC)c(NCCCC)c2nc(CCN(CC)C(C)=O)c(B(O)OCC)nc12.c1cc[nH]c1.c1cc[nH]c1.c1cc[nH]c1.c1cc[nH]c1.c1cc[nH]c1.c1cc[nH]c1" homo_ev=-7.76 total_charge=0
H 2.339 5.216 -5.551
N 2.065 5.951 -4.858
C 0.814 5.659 -4.308
C 0.260 6.771 -3.205
C -0.032 4.294 -4.729
C -0.564 3.479 -3.366
C -2.064 3.773 -2.686
C -2.974 4.937 -3.382
C -4.071 4.167 -4.371
O -3.621 3.242 -5.259
C -2.628 2.958 -1.389
P -4.303 3.108 -0.523
C -5.174 1.402 -0.907
C -5.507 4.373 -1.252
C -6.853 4.362 -0.255
C -1.577 1.830 -0.730
N -1.915 1.023 0.500
C -1.160 1.455 1.731
C -2.067 2.116 2.923
C -3.252 1.113 3.467
C -3.703 1.692 4.966
C -0.074 1.536 -1.406
N 0.751 0.471 -0.749
C 2.082 0.232 -1.406
C 2.959 -0.999 -0.695
C 2.081 -2.366 -0.896
N 1.612 -3.026 0.381
C 0.690 -2.148 1.198
C -0.073 -2.946 2.440
C 0.715 -4.202 -0.055
C -0.735 -4.030 -0.810
O 1.097 -5.476 0.222
C 2.557 1.119 -2.685
B 4.070 0.828 -3.355
O 4.935 2.020 -3.547
O 4.520 -0.537 -3.691
C 3.768 -1.084 -4.833
C 3.064 -2.498 -4.308
N 1.799 2.209 -3.396
C 0.472 2.343 -2.706
H 0.097 7.816 -3.720
H 1.073 6.925 -2.364
H -0.736 6.449 -2.680
H -0.960 4.575 -5.423
H 0.710 3.624 -5.361
H -3.488 5.687 -2.622
H -2.372 5.653 -4.125
H -5.217 4.403 -4.392
H -5.005 0.629 -0.014
H -4.675 1.018 -1.896
H -6.341 1.515 -1.003
H -5.139 5.508 -1.215
H -5.951 4.089 -2.323
H -7.629 5.204 -0.589
H -7.398 3.331 -0.420
H -6.555 4.436 0.877
H -2.929 0.877 0.652
H -0.518 0.526 2.115
H -0.355 2.256 1.378
H -2.455 3.180 2.593
H -1.343 2.306 3.854
H -4.152 1.222 2.705
H -2.909 -0.021 3.553
H -4.780 1.306 5.247
H -2.915 1.340 5.774
H -3.629 2.876 4.941
H 4.069 -1.051 -1.039
H 2.979 -0.730 0.463
H 2.718 -3.183 -1.485
H 1.159 -2.130 -1.615
H 1.266 -1.246 1.726
H -0.161 -1.653 0.564
H -1.213 -3.068 2.130
H -0.094 -2.223 3.390
H 0.424 -3.972 2.712
H -0.805 -3.090 -1.515
H -1.645 -3.929 -0.047
H -1.014 -4.966 -1.496
H 5.634 1.857 -4.253
H 4.551 -1.311 -5.681
H 2.928 -0.328 -5.141
H 2.720 -3.153 -5.232
H 2.090 -2.221 -3.705
H 3.819 -3.144 -3.665
C -1.855 -4.255 6.960
C -1.461 -5.180 5.964
C -2.252 -4.955 4.859
N -3.111 -3.929 5.155
C -2.873 -3.492 6.432
H -1.439 -4.154 7.954
H -0.685 -5.930 6.044
H -2.277 -5.437 3.891
H -3.811 -3.553 4.529
H -3.448 -2.679 6.855
C 1.951 1.672 3.543
C 2.336 2.979 3.926
C 2.734 2.920 5.243
N 2.598 1.624 5.670
C 2.126 0.855 4.638
H 1.587 1.360 2.573
H 2.326 3.867 3.308
H 3.100 3.687 5.912
H 2.813 1.289 6.600
H 1.954 -0.205 4.772
C -0.644 -6.615 -6.088
C -0.259 -5.308 -5.705
C 0.139 -5.367 -4.388
N 0.003 -6.662 -3.962
C -0.469 -7.432 -4.993
H -1.009 -6.927 -7.058
H -0.270 -4.420 -6.323
H 0.505 -4.599 -3.719
H 0.218 -6.998 -3.032
H -0.641 -8.491 -4.860
C 2.143 -0.559 10.933
C 2.844 0.659 10.769
C 3.426 0.633 9.521
N 3.104 -0.560 8.928
C 2.317 -1.291 9.780
H 1.571 -0.869 11.798
H 2.917 1.469 11.484
H 4.041 1.359 9.006
H 3.400 -0.854 8.007
H 1.951 -2.268 9.493
C 4.840 -6.677 3.821
C 5.234 -7.603 2.826
C 4.443 -7.378 1.721
N 3.584 -6.352 2.017
C 3.822 -5.915 3.294
H 5.256 -6.576 4.816
H 6.010 -8.352 2.906
H 4.418 -7.859 0.752
H 2.884 -5.976 1.390
H 3.247 -5.102 3.717
C 0.177 5.840 -7.973
C 0.809 5.651 -9.226
C -0.159 5.242 -10.116
N -1.351 5.173 -9.443
C -1.157 5.541 -8.137
H 0.645 6.161 -7.052
H 1.856 5.799 -9.455
H -0.102 4.993 -11.167
H -2.236 4.894 -9.847
H -1.982 5.557 -7.437

=====

(2)
150
Properties=species:S:1:pos:R:3 method="wB97M-V/def2-TZVPD" lumo_ev=-3.24 homo_lumo_gap_ha=0.221 e_tot_ev=-103365.475 homo_ev=-9.24 total_charge=+1
C 4.694 -0.853 0.423
C 5.523 -0.295 -0.744
O 5.979 -1.276 -1.646
C 4.843 0.850 -1.489
N 3.419 0.591 -1.829
C 2.775 1.857 -1.796
N 1.960 2.303 -0.905
O 1.636 1.542 0.176
C 0.196 1.209 0.131
C -0.044 -0.301 0.070
C -0.938 -0.554 -1.135
C -0.699 -0.813 1.345
C 0.301 -0.784 2.510
C -1.243 -2.239 1.215
N 3.143 2.509 -2.911
C 3.320 1.509 -4.021
C 3.075 0.223 -3.214
P 3.640 -1.418 -3.889
P 1.955 -2.709 -3.461
O 1.760 -2.626 -2.025
O 2.290 -4.202 -3.846
O 0.637 -2.307 -4.303
H 5.256 -0.729 1.338
H 3.749 -0.330 0.492
H 4.544 -1.921 0.307
H 6.425 0.137 -0.319
H 5.357 -2.013 -1.684
H 4.886 1.706 -0.821
H 5.469 1.101 -2.345
H 1.579 3.240 -1.019
H -0.184 1.643 -0.785
H -0.303 1.588 1.016
H 0.936 -0.766 -0.006
H -1.861 0.012 -1.037
H -1.138 -1.601 -1.277
H -0.422 -0.226 -2.041
H -1.548 -0.167 1.587
H 1.111 -1.465 2.260
H 0.623 0.249 2.625
H -0.179 -1.184 3.395
H -0.619 -2.880 0.597
H -1.268 -2.681 2.205
H -2.262 -2.269 0.848
H 2.442 3.230 -3.084
H 2.590 1.797 -4.762
H 4.368 1.637 -4.257
H 1.981 0.176 -3.177
H 3.702 -1.294 -5.294
H 1.705 -4.729 -3.267
H 0.651 -1.366 -4.533
N 1.385 -1.353 6.325
C 1.347 -2.517 7.047
C 0.348 -2.402 7.974
C -0.247 -1.122 7.804
C 0.411 -0.500 6.780
H 2.024 -1.158 5.578
H 2.033 -3.320 6.840
H 0.071 -3.153 8.694
H -1.064 -0.709 8.369
H 0.273 0.472 6.336
N -2.529 3.622 -0.799
C -3.052 4.204 0.326
C -4.389 3.914 0.360
C -4.683 3.125 -0.786
C -3.518 2.960 -1.480
H -1.571 3.671 -1.086
H -2.430 4.769 1.001
H -5.082 4.228 1.123
H -5.643 2.723 -1.068
H -3.306 2.432 -2.394
N -2.365 -2.729 -3.872
C -3.427 -1.976 -3.447
C -4.558 -2.742 -3.551
C -4.162 -4.009 -4.055
C -2.806 -3.971 -4.241
H -1.409 -2.420 -3.907
H -3.288 -0.963 -3.109
H -5.556 -2.429 -3.294
H -4.801 -4.853 -4.257
H -2.119 -4.718 -4.603
N -7.046 5.512 2.663
C -7.947 4.561 2.262
C -8.557 4.059 3.383
C -8.007 4.738 4.502
C -7.082 5.628 4.026
H -6.453 6.044 2.052
H -8.073 4.324 1.218
H -9.315 3.292 3.398
H -8.262 4.589 5.538
H -6.448 6.331 4.538
N 8.115 -4.784 -3.039
C 9.336 -5.294 -2.685
C 9.993 -4.345 -1.951
C 9.134 -3.218 -1.853
C 7.983 -3.519 -2.530
H 7.424 -5.264 -3.585
H 9.630 -6.283 -2.987
H 10.979 -4.448 -1.531
H 9.338 -2.292 -1.342
H 7.092 -2.946 -2.695
N -11.530 4.475 1.689
C -11.293 3.550 0.708
C -12.362 2.695 0.668
C -13.283 3.123 1.661
C -12.741 4.224 2.271
H -10.908 5.221 1.943
H -10.388 3.580 0.126
H -12.473 1.857 0.000
H -14.233 2.676 1.899
H -13.112 4.847 3.067
N 3.241 1.416 5.460
C 4.108 1.683 6.484
C 4.821 2.801 6.147
C 4.363 3.229 4.872
C 3.386 2.356 4.475
H 2.597 0.650 5.436
H 4.142 1.056 7.359
H 5.585 3.264 6.748
H 4.710 4.082 4.312
H 2.785 2.321 3.582
N -8.004 1.029 1.181
C -7.082 0.215 0.578
C -7.697 -0.970 0.277
C -9.046 -0.867 0.711
C -9.205 0.377 1.261
H -7.828 1.961 1.513
H -6.070 0.549 0.418
H -7.232 -1.817 -0.201
H -9.812 -1.620 0.628
H -10.065 0.854 1.701
N 0.909 4.596 -5.374
C 0.295 5.026 -4.226
C -1.018 4.636 -4.281
C -1.201 3.941 -5.507
C 0.004 3.930 -6.157
H 1.875 4.749 -5.606
H 0.843 5.573 -3.476
H -1.766 4.829 -3.528
H -2.115 3.500 -5.869
H 0.295 3.510 -7.105
N 11.322 -8.335 -1.517
C 11.605 -8.885 -0.297
C 12.867 -8.496 0.058
C 13.366 -7.674 -0.988
C 12.390 -7.591 -1.943
H 10.464 -8.458 -2.021
H 10.886 -9.505 0.211
H 13.378 -8.769 0.966
H 14.332 -7.198 -1.033
H 12.363 -7.070 -2.886